{"formula": "C47H70BFO19P", "method": "the ωB97M-V functional and the def2-TZVPD basis", "charge": -1, "lumo_ev": 1.71, "total_energy_ha": -3728.7482, "fmax_ev_per_a": 1.2, "symbols": ["C", "C", "C", "C", "C", "C", "C", "C", "C", "O", "C", "B", "C", "C", "C", "C", "C", "C", "C", "C", "C", "C", "F", "P", "C", "C", "C", "H", "H", "H", "H", "H", "H", "H", "H", "H", "H", "H", "H", "H", "H", "H", "H", "H", "H", "H", "H", "H", "H", "H", "H", "H", "H", "H", "H", "H", "H", "H", "H", "H", "H", "C", "C", "C", "O", "C", "O", "O", "H", "H", "H", "H", "H", "H", "C", "C", "C", "O", "C", "O", "O", "H", "H", "H", "H", "H", "H", "C", "C", "C", "O", "C", "O", "O", "H", "H", "H", "H", "H", "H", "C", "C", "C", "O", "C", "O", "O", "H", "H", "H", "H", "H", "H", "C", "C", "C", "O", "C", "O", "O", "H", "H", "H", "H", "H", "H", "C", "C", "C", "O", "C", "O", "O", "H", "H", "H", "H", "H", "H"], "xyz": [[0.1055, -5.2779, 2.9276], [-0.0761, -5.4352, 1.4439], [1.0119, -5.7222, 0.6120], [0.8156, -5.8491, -0.7647], [-0.4406, -5.7043, -1.3575], [-0.6045, -5.8328, -2.8531], [-0.8175, -4.4476, -3.4754], [-1.6929, -6.8130, -3.2982], [-1.5293, -5.3814, -0.5187], [-2.7224, -5.1701, -1.1024], [-3.5797, -4.1357, -0.5630], [-4.3663, -3.1675, -1.6777], [-3.3146, -1.9267, -1.9774], [-3.7779, -0.6646, -2.6626], [-4.8119, -0.6696, -3.6075], [-5.2494, 0.5002, -4.2300], [-4.6505, 1.7193, -3.9207], [-3.6120, 1.7460, -2.9913], [-3.1651, 0.5750, -2.3659], [-2.0233, 0.6620, -1.3927], [-5.7335, -2.7165, -0.9125], [-5.5293, -1.6991, 0.1929], [-6.7186, -2.1523, -1.7779], [-4.7344, -4.2651, -3.3067], [-4.0052, -3.5404, -4.8477], [-6.5329, -4.3267, -3.6991], [-1.3384, -5.2710, 0.8670], [-0.8471, -5.1077, 3.4197], [0.7272, -4.4066, 3.1363], [0.6053, -6.1382, 3.3657], [2.0015, -5.8405, 1.0312], [1.6602, -6.0825, -1.4004], [0.3365, -6.2472, -3.2220], [-1.4426, -3.8582, -2.8134], [0.1264, -3.9326, -3.6558], [-1.3074, -4.5416, -4.4438], [-1.6763, -7.6973, -2.6607], [-1.5039, -7.1300, -4.3223], [-2.6804, -6.3707, -3.2153], [-4.3100, -4.6148, 0.0996], [-2.9598, -3.4998, 0.0730], [-2.4541, -2.3508, -2.5064], [-2.9150, -1.6118, -1.0127], [-5.3185, -1.5940, -3.8230], [-6.0668, 0.4553, -4.9358], [-4.9815, 2.6433, -4.3732], [-3.1411, 2.6864, -2.7370], [-1.5248, 1.6219, -1.4843], [-1.3102, -0.1462, -1.5309], [-2.3845, 0.6036, -0.3656], [-6.2228, -3.5853, -0.4589], [-5.0284, -0.8102, -0.1884], [-6.4957, -1.3744, 0.5809], [-4.9387, -2.1233, 1.0031], [-3.6564, -4.3403, -5.4982], [-4.7337, -2.9595, -5.4177], [-3.1793, -2.8713, -4.6167], [-7.0069, -3.3701, -3.9184], [-7.0221, -4.7885, -2.8462], [-6.6787, -4.9849, -4.5548], [-2.1819, -5.0354, 1.4979], [2.5758, 3.4574, 2.1529], [1.0989, 3.2018, 2.2880], [0.6643, 1.7769, 2.0164], [-0.6485, 1.9527, 1.4666], [-0.7068, 3.1778, 0.9014], [-1.5766, 3.5496, 0.1814], [0.3692, 3.9116, 1.2562], [2.8151, 4.4956, 2.3786], [3.1492, 2.8197, 2.8263], [2.8792, 3.2645, 1.1274], [0.7199, 3.5404, 3.2504], [0.6181, 1.1563, 2.9065], [1.2893, 1.2970, 1.2580], [4.7613, 2.5117, 7.3047], [3.2820, 2.2686, 7.4370], [2.8452, 0.8349, 7.2001], [1.5313, 0.9976, 6.6460], [1.4761, 2.2079, 6.0585], [0.6046, 2.5616, 5.3271], [2.5473, 2.9496, 6.3931], [5.0065, 3.5520, 7.5130], [5.3159, 1.8808, 7.9992], [5.0952, 2.2924, 6.2909], [2.8977, 2.6368, 8.3919], [2.7932, 0.2307, 8.1011], [3.4745, 0.3395, 6.4577], [4.1644, 3.6071, -4.4458], [3.8242, 3.3693, -2.9987], [3.0772, 4.4936, -2.3066], [3.5239, 4.3655, -0.9480], [4.7414, 3.7868, -0.9611], [5.4644, 3.7125, -0.0182], [5.0211, 3.3005, -2.1869], [4.6645, 2.7407, -4.8751], [3.2546, 3.7957, -5.0152], [4.8306, 4.4653, -4.5408], [3.2928, 2.4228, -2.8757], [1.9958, 4.3977, -2.3455], [3.3755, 5.4758, -2.6803], [-2.7312, 3.1903, 5.1281], [-3.7978, 4.0920, 5.6873], [-3.4976, 5.5758, 5.6059], [-4.1843, 6.0963, 6.7535], [-4.2778, 5.1036, 7.6691], [-4.6131, 5.2579, 8.7985], [-3.9327, 3.9229, 7.1170], [-3.0365, 2.1464, 5.1830], [-2.5381, 3.4336, 4.0829], [-1.8055, 3.2918, 5.6931], [-4.7712, 3.8743, 5.2406], [-3.8710, 6.0523, 4.7040], [-2.4296, 5.7781, 5.7163], [9.0214, 1.0269, 0.8824], [8.3688, 2.1005, 1.7127], [9.3146, 3.0994, 2.3522], [8.6186, 3.4602, 3.5528], [7.8092, 2.4314, 3.8896], [7.2312, 2.3369, 4.9241], [7.7420, 1.5364, 2.8862], [8.2721, 0.3759, 0.4351], [9.6067, 1.4794, 0.0818], [9.6772, 0.4127, 1.5005], [7.5905, 2.6133, 1.1457], [9.4928, 3.9858, 1.7500], [10.2679, 2.6410, 2.6275], [-1.2545, -0.5305, -5.1680], [-0.1036, -0.0390, -6.0021], [0.9223, -1.0918, -6.3741], [2.1330, -0.3242, -6.4691], [2.0010, 0.7632, -5.6758], [2.8887, 1.4979, -5.3826], [0.7223, 0.8946, -5.2696], [-1.9654, 0.2694, -4.9662], [-1.7802, -1.3361, -5.6814], [-0.8962, -0.9040, -4.2080], [-0.4618, 0.4808, -6.8952], [0.7249, -1.5861, -7.3210], [1.0393, -1.8383, -5.5854]], "forces_ev_per_a": [[0.12, 0.26, -0.14], [-0.03, -0.11, -0.54], [-0.53, 0.11, -0.14], [-0.44, -0.10, 0.30], [0.09, -0.11, 0.45], [0.15, -0.02, -0.10], [0.11, -0.25, -0.26], [0.05, -0.05, 0.43], [0.34, 0.10, 0.23], [0.18, 0.14, -0.35], [-0.50, 0.13, 0.01], [0.34, 0.15, -0.14], [-0.45, 0.08, 0.10], [-0.01, 0.28, -0.32], [0.04, 0.50, 0.14], [0.35, 0.02, 0.26], [0.19, -0.33, 0.23], [-0.15, -0.46, -0.06], [-0.23, -0.01, -0.37], [-0.20, 0.11, 0.05], [0.14, 0.09, 0.10], [-0.17, 0.18, -0.17], [-0.05, 0.09, -0.02], [0.31, -1.10, 0.33], [-0.36, 0.29, -0.12], [0.08, 0.21, -0.25], [0.46, -0.05, -0.23], [-0.11, -0.13, 0.11], [0.08, 0.06, 0.05], [-0.04, -0.14, 0.09], [0.09, -0.01, 0.05], [0.07, 0.00, -0.07], [0.17, 0.08, -0.01], [-0.04, 0.08, -0.15], [0.13, 0.11, 0.24], [-0.15, 0.04, -0.05], [0.01, -0.15, -0.01], [-0.07, 0.03, -0.16], [-0.16, 0.08, -0.09], [0.00, -0.19, 0.07], [0.06, 0.09, 0.09], [0.07, 0.21, -0.10], [0.11, -0.09, 0.16], [-0.04, -0.14, 0.05], [-0.07, 0.00, -0.07], [-0.08, 0.04, -0.10], [0.06, 0.08, 0.03], [0.12, 0.07, -0.05], [0.14, -0.08, -0.05], [0.01, -0.09, 0.11], [-0.13, -0.15, -0.12], [0.14, 0.05, -0.01], [-0.07, -0.05, 0.18], [0.09, -0.03, 0.09], [0.15, -0.07, -0.02], [-0.06, 0.09, -0.03], [0.14, -0.02, 0.05], [-0.05, 0.11, 0.10], [-0.18, 0.04, 0.11], [0.00, -0.12, -0.07], [-0.11, 0.01, 0.03], [-0.06, 0.13, -0.13], [0.08, 0.02, -0.01], [0.00, -0.02, -0.04], [-0.02, -0.11, 0.06], [0.18, -0.04, 0.02], [-0.12, 0.17, 0.02], [0.01, 0.06, 0.02], [0.00, -0.01, 0.02], [-0.06, -0.03, 0.04], [0.11, -0.07, 0.00], [-0.04, -0.01, 0.01], [-0.14, 0.03, 0.02], [0.04, 0.01, 0.02], [-0.02, 0.20, -0.23], [0.08, -0.11, 0.01], [-0.01, 0.01, -0.01], [0.03, -0.17, 0.05], [0.14, -0.02, -0.01], [-0.10, 0.05, 0.04], [0.02, 0.10, 0.07], [-0.01, -0.01, 0.05], [-0.03, -0.02, 0.04], [0.04, -0.08, 0.03], [-0.02, -0.01, 0.00], [-0.11, 0.02, 0.01], [0.04, 0.01, 0.01], [0.47, 0.32, 0.08], [-0.13, 0.07, -0.23], [-0.06, -0.08, -0.05], [0.02, 0.17, 0.05], [-0.12, -0.12, -0.46], [0.21, -0.03, 0.28], [0.08, -0.02, 0.20], [-0.12, 0.15, 0.06], [0.10, -0.07, 0.06], [-0.02, 0.15, 0.13], [0.01, 0.01, -0.03], [0.00, -0.05, 0.09], [0.02, 0.00, -0.02], [0.04, -0.16, 0.22], [0.06, 0.05, -0.08], [-0.01, 0.02, 0.01], [0.08, 0.08, -0.08], [0.03, -0.04, -0.09], [-0.04, 0.01, 0.08], [-0.04, -0.11, -0.03], [-0.03, 0.00, -0.04], [-0.02, 0.01, -0.02], [0.04, 0.09, -0.07], [-0.02, 0.01, 0.02], [-0.08, 0.03, 0.05], [0.02, -0.03, -0.02], [-0.06, -0.15, 0.13], [0.04, 0.05, -0.08], [-0.01, 0.01, -0.01], [0.14, 0.01, 0.03], [-0.06, 0.02, -0.27], [-0.06, -0.01, 0.21], [-0.04, -0.09, 0.00], [-0.01, 0.03, -0.02], [-0.01, 0.02, -0.02], [0.06, 0.05, 0.00], [-0.06, 0.05, -0.02], [-0.08, 0.05, 0.05], [0.02, -0.02, -0.02], [0.03, 0.19, 0.19], [-0.15, -0.26, -0.04], [-0.06, 0.02, 0.02], [0.16, 0.03, 0.07], [-0.73, -0.52, -0.19], [0.00, -0.20, -0.03], [0.25, 0.19, 0.01], [-0.06, -0.01, 0.00], [0.00, 0.00, -0.04], [0.01, -0.09, 0.01], [0.04, 0.02, -0.01], [0.07, 0.06, -0.05], [-0.02, 0.00, 0.01]], "mulliken_charge": [-1.5570, 1.0912, -0.8135, -0.9260, 0.3455, 0.4692, -0.6543, -1.5526, 0.6626, -0.2343, -1.1746, 1.1527, -0.7814, 0.8589, -0.1895, -1.4293, -0.7328, -0.6978, 1.3957, -1.8744, 0.3247, -1.4929, -0.4214, 0.5935, -0.7290, -1.3287, -0.7134, 0.3238, 0.3079, 0.3578, 0.3790, 0.3282, 0.5734, -0.5950, 0.4577, 0.3222, 0.3887, 0.4253, 0.1547, 0.1268, 0.4838, -0.5624, 0.1638, 0.1536, 0.4427, 0.3729, 0.4263, 0.4259, 0.3501, 0.3813, 0.4057, 0.1874, 0.4292, 0.2695, 0.6309, 0.3894, -0.4527, 0.2964, 0.3314, 0.4148, 0.2987, -1.3307, 0.8948, -0.4133, -0.2872, 0.6635, -0.5724, -0.4121, 0.4211, 0.3743, 0.0773, 0.0960, 0.2583, 0.3108, -1.4007, 0.5135, -0.4630, -0.3154, 0.6369, -0.5509, -0.3185, 0.3754, 0.3754, 0.2994, 0.2713, 0.3014, 0.2772, -1.6196, 0.7331, -0.4792, -0.3289, 0.6247, -0.5648, -0.3491, 0.3690, 0.3634, 0.4006, 0.2312, 0.3205, 0.2664, -1.3313, 0.5089, -0.4009, -0.3450, 0.6287, -0.5437, -0.3724, 0.4088, 0.3248, 0.2492, 0.2798, 0.3203, 0.2666, -1.4932, 0.7326, -0.4575, -0.3315, 0.6416, -0.5694, -0.3533, 0.3562, 0.3722, 0.3773, 0.1133, 0.3095, 0.3033, -0.9714, 0.4376, -0.3677, -0.3634, 0.4849, -0.4317, -0.3349, 0.1771, 0.3849, 0.0979, 0.3199, 0.3197, 0.2224]}